Record 1
131
Properties=species:S:1:pos:R:3:forces:R:3:lowdin_charge:R:1 method="wB97M-V/def2-TZVPD" relative_energy_kcal_mol=157.7 lumo_energy_ev=-0.04 orbital_gap_ev=7.7 total_charge=0
C 4.788 2.204 1.288 -1.43 -1.13 -2.93 -0.0151
C 4.011 1.731 0.191 1.10 -0.41 2.16 -0.1077
C 2.670 0.837 0.429 0.60 3.55 1.40 -0.3190
C 1.509 1.989 0.586 0.66 -0.26 0.47 -0.1205
C 0.391 1.610 1.664 -1.04 0.22 -0.43 -0.2119
C 0.819 1.804 3.201 -1.40 -0.59 0.81 -0.0690
C -0.438 2.513 3.947 0.92 4.48 0.61 -0.3519
O -0.385 3.773 4.107 -0.46 -5.19 -0.60 0.0491
O -1.557 1.803 4.474 1.55 0.60 -1.91 -0.0779
C -2.604 1.602 3.489 -1.94 -0.84 -0.49 -0.2252
C -3.827 2.642 3.583 -0.66 -0.10 -0.57 -0.0782
O 2.268 0.015 -0.635 0.83 -1.07 0.90 -0.1068
C 2.834 -1.303 -0.771 -0.25 -1.49 -2.75 -0.1760
C 4.364 -1.480 -0.401 1.72 0.37 -0.32 -0.2567
C 4.878 -1.493 1.097 1.17 -0.27 0.94 -0.0960
C 5.150 -2.712 -1.133 -0.29 0.17 -0.01 -0.1740
C 5.226 -2.576 -2.724 -0.01 -0.57 -0.76 -0.2653
C 5.993 -1.272 -3.268 -1.07 0.15 -0.05 -0.1140
C 1.792 -2.528 -0.407 0.18 -0.56 2.17 -0.2847
C 1.875 -3.734 -1.467 0.49 -0.83 -0.69 -0.1130
C 1.614 -5.219 -0.916 -0.71 -0.69 -1.42 -0.1682
C 0.041 -5.644 -0.862 1.33 -1.49 0.06 -0.2707
N -0.588 -5.437 0.477 -0.57 0.56 -1.27 -0.0310
C 2.024 -3.077 1.117 -0.66 -0.07 -0.28 -0.0889
C 1.783 -1.964 2.245 -0.19 -0.03 1.45 -0.1247
C 0.856 -2.546 3.458 0.50 0.31 -0.61 -0.2018
O 1.394 -1.993 4.699 -1.37 -1.07 -0.64 -0.2563
C 0.577 -2.356 5.839 0.62 0.82 1.06 -0.1204
O 0.399 -2.038 -0.262 0.32 -0.15 -1.61 -0.1919
C -0.216 -1.575 -1.457 1.76 0.89 -0.79 -0.6815
S -0.930 0.165 -1.260 0.47 -0.28 0.27 0.7126
P -1.623 -2.641 -2.184 -3.56 1.09 -1.80 0.3804
O -2.445 -3.607 -1.043 2.13 0.58 -1.20 -0.2697
O -1.121 -3.547 -3.577 0.49 0.76 2.53 -0.2864
S -3.003 -1.422 -2.901 0.53 -0.90 0.19 0.2075
H 5.497 3.087 1.102 -0.84 -1.81 0.54 0.0651
H 4.722 1.652 2.288 -0.14 1.40 -1.34 0.0684
H 4.289 1.933 -0.895 -0.67 0.32 1.56 0.1149
H 2.764 0.419 1.483 -0.11 -0.19 -1.51 0.1179
H 2.018 2.957 0.968 -0.86 -1.58 -0.72 0.1224
H 1.102 2.177 -0.464 0.35 -0.24 1.65 0.0833
H -0.071 0.559 1.512 0.96 1.69 0.09 0.0885
H -0.494 2.338 1.480 1.49 -1.09 0.14 0.1137
H 1.720 2.490 3.324 -1.38 -0.85 -0.13 0.1237
H 0.986 0.805 3.760 -0.01 1.45 -1.10 0.1187
H -2.252 1.592 2.403 -0.05 0.03 1.61 0.1074
H -3.035 0.547 3.691 0.86 1.70 -0.21 0.1293
H -3.855 3.338 2.660 0.22 -0.95 1.64 0.0814
H -3.859 3.260 4.541 0.35 -0.90 -1.31 0.0857
H -4.821 2.048 3.531 1.63 0.88 0.12 0.0727
H 2.852 -1.425 -1.938 0.11 0.38 1.84 0.1484
H 4.891 -0.562 -0.888 -1.15 -1.29 0.87 0.1310
H 4.826 -2.516 1.638 -0.17 1.54 -1.12 0.0911
H 4.445 -0.731 1.820 0.40 -0.91 -1.21 0.0498
H 6.016 -1.266 1.059 -1.86 -0.28 -0.01 0.0998
H 6.232 -2.697 -0.742 -1.61 0.09 -0.50 0.1200
H 4.710 -3.724 -0.790 0.62 1.53 -0.68 0.1128
H 5.742 -3.515 -3.164 -0.77 1.41 0.89 0.1121
H 4.177 -2.562 -3.214 1.57 -0.13 0.92 0.0902
H 6.497 -1.457 -4.296 -0.76 0.26 2.28 0.0588
H 5.171 -0.475 -3.452 1.53 -1.04 0.29 0.0852
H 6.703 -0.856 -2.476 -0.71 -0.61 -1.24 0.0811
H 2.895 -3.805 -2.013 -1.51 0.58 1.24 0.0987
H 1.145 -3.635 -2.364 1.00 0.23 1.61 0.1043
H 2.033 -5.918 -1.745 -0.56 1.22 1.29 0.1165
H 2.188 -5.518 0.021 -0.98 0.63 -1.07 0.1101
H 0.053 -6.791 -1.031 -0.15 1.82 0.21 0.1182
H -0.546 -5.212 -1.743 0.92 -0.33 1.08 0.0789
H -1.585 -5.711 0.340 0.98 0.29 0.38 0.0705
H -0.632 -4.413 0.604 -0.12 -0.60 0.07 0.0347
H 3.041 -3.594 1.149 -1.25 0.93 0.19 0.1117
H 1.257 -3.904 1.384 1.24 1.27 -0.96 0.0965
H 1.246 -1.022 1.895 0.82 -1.47 0.02 0.0824
H 2.743 -1.611 2.779 -1.40 -0.73 -0.98 0.1086
H -0.249 -2.239 3.308 1.62 -0.41 0.26 0.1358
H 0.908 -3.689 3.497 -0.05 1.42 -0.04 0.1245
H 1.311 -2.531 6.719 -1.26 0.02 -1.43 0.0999
H -0.037 -1.428 6.146 0.49 -1.61 -0.55 0.0968
H -0.061 -3.283 5.652 0.80 1.28 0.26 0.0940
H 0.562 -1.456 -2.310 -1.28 -0.37 1.26 0.1131
H -0.110 0.983 -2.015 -0.32 -1.42 0.63 -0.1155
H -3.122 -3.072 -0.564 0.66 -0.09 -0.95 0.0802
H -0.643 -2.928 -4.189 -0.75 -0.51 0.87 0.0788
F -7.450 1.642 1.997 0.01 -0.17 0.08 0.0556
C -7.380 2.925 1.604 0.07 0.91 -0.30 -0.2918
C -8.024 3.901 2.348 -0.02 -0.21 0.16 -0.0136
C -7.948 5.230 1.944 0.20 -0.17 -0.26 -0.0736
C -7.236 5.567 0.794 -0.02 0.05 0.02 -0.0986
C -6.597 4.577 0.052 -0.16 0.02 0.27 -0.0864
C -6.664 3.249 0.462 0.07 -0.21 -0.06 -0.0230
H -8.580 3.620 3.234 0.14 0.02 -0.25 0.0841
H -8.442 6.003 2.523 0.02 -0.12 -0.03 0.1067
H -7.180 6.603 0.478 0.00 -0.12 0.03 0.0995
H -6.047 4.841 -0.845 -0.04 -0.07 0.10 0.1038
H -6.165 2.467 -0.099 -0.05 0.01 0.04 0.1164
F -9.900 4.004 4.728 -0.19 0.17 0.04 0.0444
C -9.797 3.231 5.823 0.06 -0.55 0.81 -0.2809
C -8.569 2.677 6.152 0.12 0.08 -0.15 -0.0150
C -8.461 1.882 7.288 -0.35 0.07 0.00 -0.0785
C -9.584 1.641 8.076 0.04 -0.02 0.02 -0.0971
C -10.813 2.199 7.733 0.30 0.01 -0.11 -0.0834
C -10.919 3.003 6.604 -0.14 0.10 -0.11 -0.0167
H -7.708 2.869 5.522 -0.05 0.02 0.03 0.1119
H -7.504 1.449 7.559 -0.09 0.06 -0.07 0.1062
H -9.500 1.016 8.960 -0.01 0.07 -0.10 0.1009
H -11.687 2.007 8.346 0.08 0.05 -0.08 0.1049
H -11.866 3.453 6.327 0.07 -0.02 -0.03 0.1164
F 6.620 -0.527 -6.116 -0.02 0.24 -0.22 0.0392
C 7.022 -1.452 -7.004 0.27 -0.57 -0.62 -0.2895
C 8.058 -1.154 -7.876 0.07 0.16 0.04 -0.0152
C 8.477 -2.113 -8.791 -0.28 -0.16 0.17 -0.0810
C 7.849 -3.356 -8.832 0.03 -0.01 -0.03 -0.0964
C 6.806 -3.642 -7.955 0.21 0.23 -0.06 -0.0814
C 6.393 -2.687 -7.032 -0.13 0.02 0.14 -0.0213
H 8.529 -0.178 -7.835 -0.05 -0.05 0.04 0.1172
H 9.292 -1.893 -9.473 -0.10 0.02 0.08 0.1056
H 8.173 -4.102 -9.550 -0.04 0.08 0.09 0.1015
H 6.315 -4.609 -7.991 0.04 0.11 0.04 0.1057
H 5.589 -2.896 -6.335 0.03 0.05 -0.03 0.1122
F 0.796 2.271 -2.819 0.46 0.14 -0.08 -0.0029
C 0.275 3.191 -3.654 -0.49 0.85 -0.78 -0.2762
C -0.408 2.774 -4.785 0.04 -0.25 0.05 -0.0106
C -0.951 3.724 -5.644 0.16 0.22 0.24 -0.0762
C -0.795 5.080 -5.367 -0.02 -0.02 -0.03 -0.0928
C -0.103 5.487 -4.230 -0.09 -0.27 -0.15 -0.0791
C 0.431 4.538 -3.365 0.14 -0.05 0.23 -0.0118
H -0.513 1.714 -4.988 -0.02 0.05 0.06 0.1186
H -1.495 3.408 -6.528 0.07 -0.01 0.11 0.1072
H -1.215 5.820 -6.040 0.05 -0.08 0.08 0.1025
H 0.022 6.544 -4.018 0.00 -0.13 0.02 0.1067
H 0.966 4.836 -2.470 -0.01 -0.05 -0.04 0.1186

***

Record 2
15
Properties=species:S:1:pos:R:3:forces:R:3:lowdin_charge:R:1 method="wB97M-V/def2-TZVPD" relative_energy_kcal_mol=99.0 lumo_energy_ev=-0.81 orbital_gap_ev=7.5 total_charge=0
C 2.942 -0.595 -0.094 0.29 0.40 -0.77 -0.0471
N -0.164 0.934 -1.953 0.08 0.36 -0.79 0.1708
C -0.173 0.181 -1.067 1.55 -0.51 -0.35 -0.3820
C -0.317 -0.535 0.104 -0.77 2.01 1.95 -0.1030
C -2.608 0.443 0.409 -0.11 0.10 1.82 -0.0642
C -1.121 0.562 0.549 -1.05 -1.32 0.14 -0.0963
H 3.383 -0.122 0.781 -0.11 -0.25 0.11 0.0214
H 3.680 -1.185 -0.635 0.13 -0.05 0.18 0.0181
H 2.076 -1.202 0.112 -0.02 -0.16 0.40 -0.0164
H -2.854 -0.471 -0.117 -0.23 0.14 -0.12 0.0854
H 2.617 0.193 -0.778 0.01 0.02 0.07 0.0121
H -0.591 -1.516 0.441 -0.38 -0.57 -1.27 0.0998
H -3.112 0.466 1.385 0.03 -0.26 0.12 0.0850
H -3.034 1.340 -0.041 0.30 -0.09 -0.52 0.0941
H -0.722 1.508 0.904 0.28 0.19 -0.97 0.1223

***

Number 1: HOMO -7.78 eV. Number 2: HOMO -8.34 eV.